No. 1
Density functional theory data (ωB97M-V/def2-TZVPD) for a cluster of 2 separate species, C3H3F2I in total.

Geometry as ORCA input:
```
! RIJCOSX wB97M-V def2-TZVPD def2/J DEFGRID3
* xyz 0 1
C -1.0228 -0.8801 -0.7886
C -0.3159 -0.7908 0.2962
C 0.8718 1.0237 0.2937
F 1.1744 1.2242 -0.9979
F -0.0100 2.0448 0.5212
I 0.3736 -1.8859 1.8530
H -1.7169 -1.6661 -0.8689
H -1.0938 0.0784 -1.2697
H 1.7397 0.8518 0.9609
*
```

## Properties
Frontier orbital gap   9.525 eV
Relative energy (zero: lowest compared OMol25 entry of this formula, charge and spin)   64.7 kcal per mole
E_tot   -16691.6549 eV

***

No. 2
Density functional theory data (ωB97M-V/def2-TZVPD) for the molecule C8H10N2O2.

Geometry as ORCA input:
```
! RIJCOSX wB97M-V def2-TZVPD def2/J DEFGRID3
* xyz 0 1
C 0.1280 1.0648 0.3234
C 0.5393 0.7585 1.6358
C -0.4296 -0.7650 -1.4744
C -0.2177 0.5007 -0.9833
C 0.8909 -0.4323 2.3010
C 0.4435 -1.6300 1.8144
C -0.4924 -1.9182 -0.6279
C -0.3302 1.5524 -2.0733
N -0.6178 -1.6822 0.8639
N -0.3937 -3.1468 -1.0439
O -0.2869 -3.5749 -2.1874
O -0.7746 -4.2052 -0.1582
H 0.0770 2.1316 0.2490
H 0.9586 1.6555 1.9827
H -0.6744 -0.9040 -2.5090
H 1.6640 -0.5490 3.0640
H 0.9683 -2.4692 2.1461
H -1.0795 1.3532 -2.9666
H 0.6132 1.6213 -2.5256
H -0.3981 2.5239 -1.5349
H -0.9706 -3.8743 0.6702
H -1.1302 -0.7849 0.9198
*
```

## Properties
Frontier orbital gap   7.039 eV
Relative energy (zero: lowest compared OMol25 entry of this formula, charge and spin)   164.4 kcal per mole
E_tot   -15526.8813 eV

***

No. 3
Density functional theory data (ωB97M-V/def2-TZVPD) for a structure of composition C5H40NO15.

Geometry as ORCA input:
```
! RIJCOSX wB97M-V def2-TZVPD def2/J DEFGRID3
* xyz -1 1
C -1.5729 -0.9922 -0.1592
N -0.6378 -1.9069 -0.7761
C 0.7584 -1.7048 -0.5489
C 1.1563 -0.2689 -0.1009
C 1.3549 0.6959 -1.2887
O 1.8881 1.9093 -0.7315
C -3.0143 -1.5022 -0.3593
H -1.4512 -0.8018 1.0007
H -1.3567 -0.0347 -0.4773
H -0.7408 -2.8890 -0.5705
H 1.1618 -2.3152 0.2620
H 1.2766 -2.0246 -1.4544
H 0.6475 0.1151 0.7694
H 2.1259 -0.2685 0.4415
H 1.9516 0.4909 -2.1418
H 0.4306 0.7646 -1.8039
H -3.2356 -2.0957 -1.1045
H -3.3552 -2.2183 0.4327
H -3.7096 -0.6074 -0.2206
H 0.7019 3.8620 -1.8125
H 1.4430 3.2079 -3.0787
O 0.5958 3.5175 -2.7175
H -1.5781 3.7265 -2.2637
H -1.9411 3.0995 -1.0482
O -2.3119 3.0809 -1.9237
H 2.4699 4.0412 1.2962
H 1.5325 2.9706 1.6422
O 1.5558 3.9695 1.4541
H 0.0111 -0.7790 -4.8164
H 0.2298 -2.2193 -4.4635
O 0.4532 -1.5291 -5.1805
H -0.5730 3.4126 0.5291
H -0.9433 1.9736 1.0840
O -1.1651 2.7042 0.4486
H 1.5508 2.0021 0.1523
H 2.1771 1.8770 2.7211
O 1.6606 1.4878 2.1015
H -0.3139 -2.6718 3.4585
H 0.1985 -3.9860 3.4277
O 0.2449 -3.2818 2.9817
H -1.4240 -0.1910 3.0894
H -2.1053 -1.2029 2.0073
O -1.9441 -1.1449 2.9806
H -1.0834 1.5589 3.3306
H 0.6768 1.2600 2.6130
O -0.6171 1.1596 2.6168
H -2.6078 1.5014 -2.6759
H -2.6309 -0.1001 -2.5146
O -2.7893 0.6288 -3.1052
H 2.0221 -3.0299 2.7676
H 3.4047 -2.9022 2.8469
O 2.7951 -3.5207 2.5755
H -0.4692 -3.8266 1.5029
H -1.7270 -3.7585 0.6975
O -1.0203 -4.2943 0.9028
H 2.3185 -1.2980 4.3256
H 2.9839 -0.4607 3.1353
O 3.1750 -1.0899 3.8643
H -1.4014 0.5810 -4.2500
H -0.3978 1.8230 -3.6958
O -0.5078 1.0775 -4.3883
*
```

## Properties
Frontier orbital gap   8.292 eV
Relative energy (zero: lowest compared OMol25 entry of this formula, charge and spin)   134.3 kcal per mole
E_tot   -38036.1814 eV

***

No. 4
Density functional theory data (ωB97M-V/def2-TZVPD) for a cluster of 2 separate species, C10H16O2 in total.

Geometry as ORCA input:
```
! RIJCOSX wB97M-V def2-TZVPD def2/J DEFGRID3
* xyz -1 2
C 1.5879 -0.2344 1.7518
C 2.9844 -0.3175 2.5797
O 1.7871 1.1345 1.3355
H 1.5637 -0.9902 1.0244
H 0.6690 -0.4260 2.3085
H 2.8535 -0.9711 3.4709
H 1.2627 1.6681 0.7816
H 3.1491 0.7723 2.7970
H 3.7612 -0.6601 1.8677
C 0.3822 1.2212 -1.6125
C -0.4222 2.0340 -2.7394
C -0.4340 0.1368 -0.9453
C -0.4910 -1.1990 -1.3245
C -1.2215 0.5729 0.1286
C -1.5671 -1.9464 -0.8507
C -2.1208 -0.2227 0.8325
C -2.2731 -1.4920 0.2427
O -2.9692 -2.5394 0.9892
H 1.3609 0.9935 -2.0039
H 0.8623 1.9964 -0.9521
H -1.1123 2.7472 -2.2697
H -0.0457 -1.7564 -2.0648
H -1.0296 1.5582 0.4075
H -1.5571 -3.0320 -1.1449
H -2.6733 0.0382 1.6584
H -3.4178 -3.0101 0.3297
H -1.1100 1.2774 -3.1304
H 0.2207 2.6464 -3.4673
*
```

## Properties
Frontier orbital gap (alpha / beta)   3.078 / 7.595 eV
Relative energy (zero: lowest compared OMol25 entry of this formula, charge and spin)   28.6 kcal per mole
E_tot   -14720.8835 eV

***

No. 5
Density functional theory data (ωB97M-V/def2-TZVPD) for a structure of composition C20H30F6NO13Zn.

Geometry as ORCA input:
```
! RIJCOSX wB97M-V def2-TZVPD def2/J DEFGRID3
* xyz -1 1
Zn 11.8184 -2.8003 -11.1096
C 11.7876 -6.3361 -11.0685
O 13.1655 -6.8057 -11.3168
O 11.9910 -4.9440 -10.7824
C 10.9945 -6.7821 -12.3944
F 10.6708 -8.0263 -12.4338
F 9.8140 -6.0921 -12.4333
F 11.7508 -6.5974 -13.4722
C 13.4432 -8.2407 -11.0788
C 14.6464 -8.6400 -11.9037
H 15.5837 -8.4216 -11.3919
H 14.5608 -9.7092 -12.0974
H 14.6756 -8.0623 -12.8276
H 12.6289 -8.8551 -11.4631
H 13.5722 -8.5801 -10.0511
H 11.4628 -6.7610 -10.1187
C 14.6902 -1.8439 -12.0626
O 14.8376 -1.2580 -10.7890
O 13.8001 -2.8925 -11.7313
C 14.3933 -0.9174 -13.2201
F 14.3154 0.4439 -12.9784
F 15.3890 -0.7895 -14.1149
F 13.2268 -1.2178 -13.8261
C 15.8855 -0.3627 -10.5196
C 15.7261 0.0704 -9.0760
H 16.6487 0.6152 -8.8755
H 14.7690 0.5477 -8.8660
H 15.9235 -0.7256 -8.3579
H 15.9347 0.5692 -11.0828
H 16.8673 -0.7827 -10.7383
H 15.6600 -2.2385 -12.3655
N 12.9674 -2.5829 -8.0898
O 13.8218 -3.3347 -8.4112
O 12.9555 -2.0310 -6.9802
O 12.1613 -2.3312 -8.9362
O 10.9408 -3.2384 -13.0176
C 10.6073 -3.3438 -14.2210
O 11.4356 -3.9303 -15.1581
C 10.7366 -4.2267 -16.4352
C 9.3460 -3.9580 -16.0789
C 9.2721 -3.0767 -14.8460
H 10.8473 -5.2256 -16.8573
H 11.1170 -3.4083 -17.0465
H 8.8693 -4.9305 -15.9554
H 8.9650 -3.4514 -16.9656
H 8.4755 -3.2535 -14.1233
H 9.3726 -2.0450 -15.1830
O 11.4747 -0.6953 -11.3409
C 11.5645 0.5828 -11.4696
O 11.4030 1.1962 -12.7071
C 11.8032 2.6252 -12.6683
C 12.5518 2.6120 -11.3462
C 11.9588 1.6121 -10.4513
H 11.0209 3.3840 -12.6859
H 12.4507 2.9780 -13.4710
H 12.6659 3.5352 -10.7780
H 13.5693 2.2419 -11.4723
H 11.1259 1.9642 -9.8427
H 12.7081 1.1517 -9.8074
O 9.8775 -2.6869 -10.4408
C 8.7071 -2.8261 -10.6839
O 8.0815 -2.0895 -11.5729
C 6.6391 -2.3405 -11.4834
C 6.4771 -3.4770 -10.4202
C 7.8915 -4.0443 -10.2853
H 6.3726 -2.7122 -12.4728
H 6.1487 -1.4507 -11.0885
H 5.8558 -4.2975 -10.7793
H 6.1906 -3.0871 -9.4435
H 8.0899 -5.0033 -10.7637
H 8.0387 -4.2239 -9.2203
*
```

## Properties
Frontier orbital gap   6.073 eV
Relative energy (zero: lowest compared OMol25 entry of this formula, charge and spin)   0.0 kcal per mole
E_tot   -114051.5861 eV

***

No. 6
Density functional theory data (ωB97M-V/def2-TZVPD) for the molecule CH3PS4.

Geometry as ORCA input:
```
! RIJCOSX wB97M-V def2-TZVPD def2/J DEFGRID3
* xyz 0 1
C 0.9450 0.9389 -0.3226
P -2.0033 -0.2942 -0.9732
S 0.1106 -0.7091 -0.6015
S -2.7937 -1.1877 0.8376
S -0.1560 2.0321 0.5754
S -1.9789 1.8127 -0.5336
H 1.8771 0.9713 0.3187
H 1.1616 1.3119 -1.3838
H -3.4237 0.0708 0.9998
*
```

## Properties
Frontier orbital gap   8.694 eV
Relative energy (zero: lowest compared OMol25 entry of this formula, charge and spin)   3.1 kcal per mole
E_tot   -53715.7761 eV